(1)
C20H29O4V | ωB97M-V/def2-TZVPD

Structure (XYZ):
```
54
Properties=species:S:1:pos:R:3:forces:R:3
O 0.23426 0.26998 -0.23777 0.3 -0.1 0.3
C -0.29896 -0.96360 0.29095 -0.5 0.1 0.0
C 0.53022 -1.81568 -0.65446 -0.2 0.2 -0.4
H -1.36849 -1.01971 0.08700 0.0 0.0 0.5
H -0.04215 -1.03326 1.35074 -0.4 -0.2 0.0
C 1.09384 -0.48343 -1.15556 0.2 0.2 0.3
H -0.06518 -2.22103 -1.47339 0.6 0.0 0.9
H 1.15833 -2.55362 -0.14408 0.2 0.2 -0.5
C 0.62767 -0.15217 -2.55798 0.2 0.0 -0.2
H -0.46613 -0.28222 -2.61303 0.4 0.2 0.0
H 1.07672 -0.85502 -3.26562 0.1 0.1 -0.1
H 0.90500 0.87891 -2.82979 -0.2 -0.4 0.0
C 2.55897 -0.28490 -0.85047 0.4 0.1 -0.2
H 2.77806 -0.61141 0.17810 -0.1 0.1 -0.4
H 2.85919 0.76564 -0.95837 0.0 -0.3 0.0
H 3.16641 -0.89923 -1.53628 -0.2 0.2 0.2
V 0.45441 2.33930 1.35243 0.2 0.8 0.3
C 2.12934 3.00190 2.73713 0.0 -1.2 0.9
C 1.03810 2.62203 3.58207 0.7 -0.4 -0.3
C 0.81355 1.22204 3.40615 1.1 -0.2 -0.4
H 0.55771 3.26180 4.32323 -0.1 -0.2 -0.5
C 1.77208 0.72401 2.45957 -0.2 0.8 1.2
C 2.59685 1.82116 2.06060 -0.4 0.0 0.5
H 3.48975 1.73488 1.43615 -0.6 0.2 0.0
H 2.54984 4.00201 2.67967 -0.1 -0.4 0.0
H 0.09860 0.61041 3.94742 0.0 0.3 -0.3
H 1.92172 -0.31799 2.20985 -0.1 0.2 -0.1
C 0.64163 4.53189 0.77083 -0.5 -0.5 -1.2
C 1.72899 3.80701 0.16600 -0.7 0.4 -0.9
C 1.19330 2.95210 -0.85064 -1.0 1.2 0.6
H 2.78993 3.91321 0.38951 -0.5 0.1 -0.1
C -0.23519 3.10404 -0.83677 0.8 0.5 -0.1
C -0.57468 4.08286 0.14535 1.3 0.0 -0.2
H -1.56588 4.47744 0.34288 0.2 -0.3 0.1
H 0.71676 5.34586 1.47932 0.0 -0.3 0.1
H 1.77623 2.43101 -1.59638 -0.1 -0.3 0.4
H -0.92872 2.63712 -1.52793 0.1 -0.1 0.3
O -1.77575 -3.03683 -1.37614 -0.7 -1.8 -1.1
C -1.04364 -3.99895 -2.19989 0.6 -0.1 0.3
C -1.91228 -5.22895 -2.49126 -0.3 0.8 -0.2
H -0.14302 -4.33408 -1.64138 -0.4 0.3 -0.2
H -0.68336 -3.50847 -3.12345 -0.3 -0.1 0.4
C -3.05151 -5.11932 -1.46711 0.2 0.2 0.6
H -1.32588 -6.13841 -2.39636 0.0 -0.1 0.1
H -2.28544 -5.18242 -3.51742 -0.1 0.0 0.1
C -2.97721 -3.67197 -0.91007 -0.5 0.1 0.1
H -2.90602 -5.81286 -0.63639 0.0 -0.1 -0.1
H -4.03406 -5.31681 -1.89018 0.0 0.0 -0.1
H -2.95628 -3.64834 0.19692 -0.1 -0.1 -0.5
H -3.86492 -3.10179 -1.25338 0.6 -0.1 0.2
O -3.33218 2.45498 3.00211 1.2 0.4 -0.4
C -2.21540 2.78265 2.61983 -0.3 -0.8 -0.1
O -1.39617 2.01962 1.92114 -0.8 0.4 0.3
H -1.80897 3.79861 2.85660 -0.1 -0.3 -0.1
```
Positions in Å, forces in eV/Å.

Results
Highest occupied orbital energy (spin up / spin down), eV: -7.42 / -8.19
Energy above the lowest of the compared OMol25 structures with the same formula, charge and spin, kcal/mol: 9.80
Spin multiplicity: 3
Frontier orbital gap (spin up / spin down), eV: 7.9783 / 8.7429
Calculated total energy, eV: -55086.0822

Here are the Mulliken charges for atoms 1 to 2, given in e: number 1, O, carries 0.0281; number 2, C, carries -0.6284

(2)
C20H30Br2Cl2GaO10S | ωB97M-V/def2-TZVPD

Structure (XYZ):
```
66
Properties=species:S:1:pos:R:3:forces:R:3
C 4.17764 -1.36694 2.76824 -0.8 -0.1 -0.4
C 3.48388 -1.64032 1.35093 -0.2 0.5 0.5
S 2.00551 -2.75505 1.69776 0.4 0.6 -0.8
C 0.61501 -1.90789 0.80353 -0.1 0.2 -0.4
Ga -0.34213 -0.43248 1.87775 -0.3 -0.5 -0.3
Cl 0.07353 -0.46321 4.11252 -0.1 0.0 -0.6
C -2.39928 -0.80824 1.67439 -1.4 -0.6 0.7
C -3.12724 -0.92873 3.07499 -1.2 4.6 -0.5
O -3.63472 0.08550 3.60787 1.9 -4.2 -1.5
Cl -3.30307 -2.53741 3.95751 0.3 1.1 -1.0
C -0.01138 1.38508 0.95538 2.6 2.3 1.3
Br -1.23544 1.81596 -0.58802 0.8 -0.1 0.9
C 0.96806 2.34387 1.28871 -2.3 -0.3 -2.1
C 1.14369 3.77104 0.55081 1.1 -0.4 1.0
Br 2.25275 1.99025 2.75521 -1.1 0.3 -1.3
H 3.37559 -0.88898 3.43701 1.3 -0.6 -1.0
H 4.43154 -2.37113 3.25083 0.0 1.4 -0.6
H 5.07994 -0.67695 2.64396 -1.1 -1.1 0.3
H 3.07858 -0.66537 0.92534 0.6 -1.2 0.5
H 4.16687 -2.11830 0.57681 -0.8 0.6 1.1
H 1.00536 -1.43912 -0.15931 -0.5 -0.8 1.1
H -0.15773 -2.70767 0.55142 1.1 0.9 0.2
H -2.88452 0.09432 1.14715 0.7 -1.5 1.0
H -2.51225 -1.74339 1.01909 0.1 1.2 1.1
H 0.80630 3.74919 -0.53376 0.1 -0.1 1.6
H 2.26383 4.02618 0.53883 -1.6 -0.4 0.1
H 0.63940 4.60615 1.16548 0.5 -1.4 -1.1
C 3.56795 4.38173 -4.80235 0.3 0.3 0.1
C 3.61143 2.97512 -4.24844 -0.1 0.9 -0.7
C 2.26774 2.42823 -3.86706 -0.6 -0.3 -0.3
O 2.60506 1.47338 -2.86472 0.6 0.2 0.3
C 3.76542 1.90406 -2.29362 0.3 -0.5 0.9
O 4.24248 1.44323 -1.29820 -0.3 0.3 -0.7
O 4.30983 2.93262 -3.00608 -0.2 -0.5 0.4
H 3.04035 5.05743 -4.12380 -0.1 -0.2 0.0
H 4.58072 4.77824 -4.91427 0.0 -0.1 -0.1
H 3.07141 4.40470 -5.77407 0.0 -0.1 0.1
H 4.13260 2.31225 -4.94839 -0.1 -0.1 0.0
H 1.75730 1.94828 -4.70267 0.0 -0.1 0.2
H 1.60160 3.17474 -3.42270 0.1 0.1 -0.1
C -3.25963 4.21537 -3.33796 0.3 0.1 0.3
C -2.59617 4.31836 -4.69223 -0.9 0.1 0.9
C -2.75302 3.09320 -5.54288 -0.5 -0.3 -0.3
O -1.60658 3.16529 -6.38626 0.6 0.3 0.2
C -0.65520 3.84702 -5.68789 0.7 0.1 -0.1
O 0.49287 3.93822 -6.01687 -0.7 -0.1 0.1
O -1.17915 4.40812 -4.56449 0.5 -0.3 -0.7
H -2.93432 3.31647 -2.80737 0.0 0.0 -0.1
H -2.98077 5.06611 -2.71153 -0.1 0.0 -0.1
H -4.34743 4.19092 -3.43331 0.1 0.0 -0.1
H -2.94292 5.21783 -5.21328 0.0 -0.1 -0.1
H -3.67038 3.10572 -6.13322 0.2 0.0 -0.1
H -2.70569 2.15810 -4.97575 0.0 0.2 0.1
C -3.24953 -5.28566 5.20404 -0.3 -0.3 0.1
C -2.48561 -6.51855 5.63200 -0.4 1.2 -0.1
C -1.35116 -6.87937 4.71969 0.6 0.3 -0.1
O -1.23200 -8.28427 4.93060 -0.6 -0.4 0.2
C -2.46703 -8.72766 5.29900 -0.3 -0.8 0.0
O -2.77563 -9.88205 5.38128 0.2 0.7 -0.1
O -3.30478 -7.68516 5.55837 0.5 -0.8 -0.1
H -3.58324 -5.36725 4.16635 0.2 0.0 0.1
H -4.14904 -5.16439 5.81305 0.2 0.0 0.1
H -2.63456 -4.39143 5.30391 0.0 -0.3 0.1
H -2.14998 -6.41063 6.66946 0.1 -0.1 -0.1
H -0.42340 -6.36824 4.98010 0.0 -0.2 0.0
H -1.56925 -6.70641 3.66110 -0.1 0.1 0.1
```
Positions in Å, forces in eV/Å.

Results
Highest occupied orbital energy, eV: -4.76
Charge: -1
Frontier orbital gap, eV: 6.6496
Calculated total energy, eV: -270045.7998

Here are the Mulliken charges for atoms 1 to 2, given in e: number 1, C, carries -0.8770; number 2, C, carries -0.0675